1.
Entry from the Open Molecules 2025 dataset: a structure of composition C12H26NO3P2Pm at a distorted geometry (ωB97M-V/def2-TZVPD).

Each line ends with the Mulliken charge.
Geometry (Å):
Pm -0.8574 -0.0103 0.9097  1.207
P -1.3038 1.8002 -1.3259  0.652
P 1.1023 -2.0854 1.3525  0.603
O 0.3884 1.6043 1.3939  -0.571
O -3.2338 -1.4260 1.5009  -0.518
O -1.7446 -1.7804 3.8785  -0.547
N -0.4090 -1.2916 -1.3707  0.182
C -2.7280 2.9473 -1.5031  -1.231
C -1.2427 -1.7043 -3.5703  -0.706
C 1.3951 2.6294 1.3303  -0.685
C 0.2730 -3.6475 1.9005  -1.253
C -0.3140 2.5094 -2.7140  -1.172
C 0.4538 -2.3388 -1.5138  0.220
C 0.4524 -3.1010 -2.6810  -0.605
C -1.9841 0.3667 -2.3292  -1.362
C -1.1521 -0.8986 -2.4426  0.577
C 2.7757 -2.3945 2.0099  -1.149
C 1.4208 -2.6423 -0.3971  -1.016
C -0.4274 -2.8154 -3.7167  -0.579
H -1.0463 2.8479 -3.4702  0.415
H -0.5288 -3.8875 1.1807  0.387
H -2.9582 0.1385 -1.8360  0.402
H -2.5904 3.8959 -0.9714  0.379
H 0.3051 1.7262 -3.1799  0.356
H 1.1188 -3.9438 -2.8293  0.473
H -3.4682 -1.7064 2.4057  0.296
H 2.4239 -2.2618 -0.6400  0.459
H -4.0513 -1.4223 0.9751  0.291
H -2.0545 -2.3402 4.6072  0.287
H 2.9900 -3.4684 1.9149  0.388
H 2.9237 -2.1172 3.0605  0.377
H -3.6466 2.4790 -1.1332  0.375
H 1.1924 3.3609 0.5297  0.240
H -2.8683 3.1688 -2.5783  0.399
H 1.4568 3.1068 2.2984  0.304
H -1.9618 -1.5031 -4.3533  0.485
H 0.3099 3.3620 -2.4096  0.370
H -2.1370 0.8514 -3.3072  0.542
H -0.1616 -3.5967 2.9138  0.338
H -0.4749 -3.4313 -4.6134  0.457
H 3.5237 -1.8747 1.3993  0.385
H 1.0549 -4.4291 1.8397  0.437
H -1.3474 -1.0084 4.3005  0.304
H 1.4808 -3.7294 -0.2858  0.540
H 2.4018 2.2311 1.1073  0.269

Forces on atoms 1 to 6 (eV/Å):
0.9 1.5 0.4
-0.3 0.1 -1.6
0.1 -1.4 -0.2
-0.4 -1.3 -0.4
0.1 0.4 -0.2
0.0 0.2 -0.1

Results
Net charge: +2
2S+1: 5
HOMO energy (alpha / beta), eV: -15.42 / -15.43
Expectation value of S²: 6.0072
Energy relative to the best compared isomer or geometry (same formula, charge and spin), eV: 0.331
LUMO (alpha / beta), eV: -6.24 / -6.09
HOMO-LUMO gap (alpha / beta), eV: 9.173 / 9.332



2.
Entry from the Open Molecules 2025 dataset: a cluster of 3 separate species, C12H26NO4 in total (ωB97M-V/def2-TZVPD).

Each line ends with the Mulliken charge.
Geometry (Å):
O -3.4769 1.7366 1.9367  -0.390
O -0.4475 -1.0551 2.1092  -0.826
O 0.3616 0.2747 0.4959  -0.703
O 3.2447 -1.7356 -1.7287  -0.395
N 2.9839 2.0699 2.2692  -0.864
C 0.8127 -1.6006 -2.1472  -1.001
C -4.5722 2.5854 1.6945  -0.347
C 3.1982 -0.3466 1.8740  -1.214
C -3.2899 0.6739 1.0057  -0.004
C 0.2283 -0.1081 1.6799  0.656
C 2.1371 -0.8790 -2.0077  -0.218
C 2.4520 0.9096 2.2719  1.052
C 3.8287 -2.2057 -4.0754  -1.047
C -5.9246 1.8869 1.7065  -1.042
C 3.5091 -2.7344 -2.6848  -0.365
C 1.0289 0.7192 2.7178  -0.783
C -3.0728 1.1392 -0.4226  -1.031
H 3.9206 -0.1197 1.0838  0.314
H -4.5395 3.3251 2.4973  0.345
H 4.3733 -3.2771 -2.2957  0.335
H -2.8815 0.2727 -1.0562  0.350
H 0.5879 -2.1497 -1.2330  0.241
H -3.9367 1.6727 -0.8303  0.389
H -4.1314 -0.0281 1.0636  0.222
H 2.3475 -0.2760 -2.9006  0.274
H -6.7236 2.6188 1.5700  0.388
H 4.6784 -1.5216 -4.0378  0.279
H -6.0077 1.1496 0.9074  0.273
H 2.5282 -1.1298 1.5198  0.244
H 2.6811 -3.4524 -2.7394  0.311
H 3.7609 -0.7159 2.7397  0.378
H 0.8048 -2.2975 -2.9914  0.395
H 2.9837 -1.6716 -4.5106  0.275
H -6.0792 1.3733 2.6569  0.279
H -4.4442 3.1342 0.7523  0.306
H 4.0781 -3.0350 -4.7406  0.388
H 0.9899 0.2215 3.6929  0.314
H 3.9461 2.0068 1.9273  0.237
H 0.0191 -0.8701 -2.2985  0.299
H 2.0707 -0.1974 -1.1603  0.226
H 0.5750 1.7088 2.8247  0.241
H -2.4012 0.1351 1.3361  -0.008
H -2.2017 1.7930 -0.4725  0.229

Forces on atoms 1 to 6 (eV/Å):
0.0 0.0 0.1
-0.4 -0.4 0.2
0.0 0.1 -0.3
0.1 0.0 0.0
-0.1 -0.2 0.0
0.1 -0.2 0.0

Results
Net charge: -1
HOMO energy, eV: -4.62
Energy relative to the best compared isomer or geometry (same formula, charge and spin), eV: 0.000
LUMO, eV: 3.13
HOMO-LUMO gap, eV: 7.754